# C5H12O2S

2 unconnected molecules or ions with the total composition C5H12O2S at a distorted geometry (ωB97M-V with the def2-TZVPD basis set, the OMol25 dataset).

The geometry in XYZ format:
```
20
Properties=species:S:1:pos:R:3
C -0.792 0.065 1.357
C -0.943 0.933 -2.292
C 0.272 3.017 -1.676
C 0.689 -3.426 1.966
C 0.129 1.538 -1.817
O 1.650 -0.832 0.909
O -0.197 -2.358 1.757
S 0.285 -1.219 0.606
H -0.397 0.317 2.334
H -1.792 -0.343 1.440
H -1.005 -0.139 -2.373
H -1.803 1.489 -2.626
H -0.791 0.934 0.707
H 0.443 3.281 -0.633
H -0.618 3.532 -2.031
H 1.133 3.366 -2.244
H 1.725 -3.087 1.859
H 0.497 -4.242 1.260
H 0.532 -3.784 2.984
H 0.982 0.958 -1.486
```

The orbital gap is 10.27 eV. Its total charge is 0. For the HOMO energy, the calculation gives -9.32 eV. The LUMO energy comes out at 1.0 eV.